## P
Molecular formula: C4H8NOP
Method: DFT, ωB97M-V/def2-TZVPD

Values from the calculation:
- E_HOMO (alpha / beta): -8.002 / -8.062 eV

Each atom is followed by the atoms it is bonded to, with distances in Å.
Geometry (Å):
1 C -0.132 0.660 -0.169  C2 1.493, C3 1.545, H8 1.049, H9 1.018
2 C -0.113 -0.755 -0.643  C1 1.493, C4 1.474, H10 1.129, H11 1.068
3 C -1.284 0.995 0.803  C1 1.545, N5 1.384, H12 0.998, H13 1.048
4 C 1.235 -1.191 -1.052  C2 1.474, P7 1.838, H14 1.028, H15 1.036
5 N -0.965 0.942 2.148  C3 1.384, O6 1.213
6 O 0.227 0.865 2.363  N5 1.213
7 P 2.526 -0.925 0.228  C4 1.838
8 H 0.788 0.812 0.311  C1 1.049
9 H -0.130 1.356 -0.913  C1 1.018
10 H -0.408 -1.469 0.181  C2 1.129
11 H -0.783 -0.898 -1.462  C2 1.068
12 H -1.571 1.949 0.736  C3 0.998
13 H -2.186 0.480 0.660  C3 1.048
14 H 1.273 -2.185 -1.313  C4 1.028
15 H 1.524 -0.636 -1.877  C4 1.036

***

## Q
Molecular formula: C4H8NOP
Method: DFT, ωB97M-V/def2-TZVPD

Values from the calculation:
- E_HOMO (alpha / beta): -7.915 / -7.914 eV

Each atom is followed by the atoms it is bonded to, with distances in Å.
Geometry (Å):
1 C -2.124 0.774 -0.063  C2 1.406, C3 1.322, H8 1.070
2 C -0.978 1.578 -0.190  C1 1.406, O6 1.241, H9 1.045
3 C -2.265 -0.540 -0.046  C1 1.322, H10 1.132, H11 1.024
4 C 1.941 -1.490 0.219  N5 1.392, H12 1.077, H13 1.104, H14 1.086
5 N 1.696 -0.476 -0.702  C4 1.392, P7 1.593
6 O 0.135 1.249 0.250  C2 1.241, P7 1.941
7 P 1.858 1.107 -0.630  N5 1.593, O6 1.941, H15 1.513
8 H -3.051 1.308 -0.110  C1 1.070
9 H -1.054 2.488 -0.699  C2 1.045
10 H -1.444 -1.272 -0.312  C3 1.132
11 H -3.101 -1.095 0.158  C3 1.024
12 H 1.277 -2.296 -0.043  C4 1.077
13 H 2.998 -1.805 0.193  C4 1.104
14 H 1.858 -1.220 1.267  C4 1.086
15 H 2.253 1.691 0.709  P7 1.513

***

Least stable structure: P

***

## P
Molecular formula: C4H2O2
Method: DFT, ωB97M-V/def2-TZVPD

Values from the calculation:
- E_HOMO: -9.636 eV
- SMILES string: O=C=C=CC=O

Each atom is followed by the atoms it is bonded to, with distances in Å.
Geometry (Å):
1 O -0.357 -2.393 0.013  C2 1.205
2 C -0.405 -1.219 -0.251  O1 1.205, C6 1.499, H7 1.111
3 C -0.244 1.804 0.460  O4 1.169, C5 1.311
4 O -0.883 2.707 0.839  C3 1.169
5 C 0.678 0.951 0.084  C3 1.311, C6 1.330
6 C 0.806 -0.335 -0.234  C2 1.499, C5 1.330, H8 1.091
7 H -1.361 -0.701 -0.479  C2 1.111
8 H 1.766 -0.814 -0.432  C6 1.091

***

## Q
Molecular formula: C4H2O2
Method: DFT, ωB97M-V/def2-TZVPD

Values from the calculation:
- E_HOMO: -8.746 eV

Each atom is followed by the atoms it is bonded to, with distances in Å.
Geometry (Å):
1 O -2.316 -1.562 -1.258  C2 1.140
2 C -2.264 -0.647 -0.582  O1 1.140
3 C -0.134 0.157 0.106  O4 1.296, C5 1.412
4 O -0.801 1.068 0.743  C3 1.296, H7 0.997
5 C 1.272 0.223 0.223  C3 1.412, C6 1.211
6 C 2.467 0.036 0.147  C5 1.211, H8 1.068
7 H -1.747 0.836 0.529  O4 0.997
8 H 3.523 -0.111 0.093  C6 1.068

***

Least stable structure: Q